Molecular formula: C21H39N2O2P3Zr
Method: DFT, ωB97M-V with the def2-TZVPD basis set

Output
Energy relative to the best compared isomer or geometry (same formula, charge and spin) = 0.00 kJ/mol
Charge = +4

Each line ends with the Mulliken charge.
CARTESIAN COORDINATES (ANGSTROEM)
P (-0.83, 0.82, 2.48)  1.15
C (0.05, 2.24, 3.20)  -1.31
H (-0.25, 2.38, 4.24)  0.54
H (-0.15, 3.16, 2.66)  0.43
H (1.13, 2.07, 3.19)  0.40
C (-2.52, 1.52, 2.55)  -1.42
H (-3.29, 0.76, 2.46)  0.48
H (-2.66, 2.22, 1.73)  0.25
H (-2.70, 2.05, 3.49)  0.52
C (-0.83, -0.28, 3.94)  -1.14
H (-1.24, 0.23, 4.81)  0.51
H (0.20, -0.57, 4.17)  0.41
H (-1.40, -1.18, 3.75)  0.34
P (1.59, -2.61, 0.22)  1.12
C (3.38, -2.47, 0.46)  -1.07
H (3.84, -3.45, 0.34)  0.51
H (3.61, -2.09, 1.45)  0.48
H (3.81, -1.80, -0.27)  0.39
C (1.25, -3.86, 1.51)  -1.40
H (0.28, -4.34, 1.39)  0.43
H (1.26, -3.41, 2.49)  0.38
H (1.99, -4.65, 1.49)  0.49
C (1.57, -3.64, -1.28)  -1.35
H (2.14, -4.56, -1.12)  0.50
H (2.03, -3.10, -2.11)  0.41
H (0.56, -3.91, -1.58)  0.35
P (-0.66, 0.52, -2.58)  1.04
C (0.47, 1.55, -3.56)  -1.18
H (-0.01, 1.89, -4.48)  0.51
H (1.37, 1.01, -3.83)  0.49
H (0.78, 2.44, -3.01)  0.26
C (-1.12, -0.66, -3.90)  -1.24
H (-1.31, -0.14, -4.84)  0.49
H (-2.02, -1.22, -3.66)  0.43
H (-0.31, -1.37, -4.05)  0.38
C (-2.11, 1.64, -2.60)  -1.43
H (-2.45, 1.82, -3.62)  0.52
H (-1.87, 2.60, -2.14)  0.40
H (-2.94, 1.21, -2.04)  0.33
Zr (-0.69, -0.95, 0.04)  0.16
C (1.34, -0.27, 1.53)  -0.06
O (2.29, 0.03, 2.14)  -0.21
C (1.44, -0.47, -1.35)  -0.01
O (2.49, -0.33, -1.89)  -0.25
C (-2.00, -2.43, -1.26)  -0.59
C (-2.79, -1.28, -1.05)  -1.14
C (-3.08, -0.82, 0.24)  -0.79
C (-2.60, -1.56, 1.34)  -0.95
C (-1.80, -2.69, 1.16)  -0.66
C (-1.52, -3.13, -0.14)  -0.99
H (-1.82, -2.81, -2.25)  0.70
H (-3.27, -0.79, -1.90)  1.23
H (-3.70, 0.06, 0.38)  0.67
H (-2.93, -1.30, 2.35)  1.29
H (-1.49, -3.27, 2.02)  0.73
H (-1.05, -4.09, -0.30)  1.22
C (3.18, 4.45, -0.28)  -0.80
N (1.96, 3.65, -0.21)  0.15
C (0.66, 4.14, -0.21)  -1.36
C (-0.16, 3.04, -0.13)  -0.45
N (0.61, 1.89, -0.08)  1.06
C (1.87, 2.28, -0.13)  -0.75
H (3.16, 5.07, -1.19)  0.36
H (3.23, 5.13, 0.58)  0.35
H (4.05, 3.78, -0.30)  0.31
H (0.42, 5.19, -0.27)  0.54
H (-1.23, 3.02, -0.08)  0.52
H (2.78, 1.65, -0.09)  0.30

Molecular formula: C21H39N4O10S3
Method: DFT, ωB97M-V with the def2-TZVPD basis set

Output
Electronic energy = -81346.22864 eV
<S²> = 0.75
2S+1 = 2

Each line ends with the Mulliken charge.
CARTESIAN COORDINATES (ANGSTROEM)
C (3.85, 0.61, -0.51)  -2.03
C (3.74, 0.31, 1.01)  2.05
C (5.08, 0.69, 1.63)  -1.56
C (2.66, 1.22, 1.62)  -2.64
C (1.26, 0.59, 1.78)  3.71
C (0.75, 0.21, 0.38)  -1.78
C (-0.75, -0.01, 0.25)  -0.09
N (-1.06, -0.21, -1.18)  -0.67
C (0.39, 1.65, 2.47)  -2.10
C (-0.84, 1.13, 3.24)  -0.26
C (-2.01, 2.10, 3.09)  -1.08
C (-3.35, 1.64, 3.65)  -1.07
S (-3.80, -0.07, 3.27)  -0.23
C (-4.17, 0.07, 1.59)  0.48
N (-3.82, -0.79, 0.67)  -0.25
N (-4.37, -0.33, -0.52)  -0.27
C (-4.99, 0.77, -0.22)  -0.06
O (-4.92, 1.09, 1.08)  -0.28
C (1.42, -0.67, 2.64)  -2.42
C (2.58, -1.62, 2.28)  1.82
C (3.41, -1.93, 3.53)  -1.56
C (1.97, -2.96, 1.80)  -1.94
N (3.42, -1.14, 1.13)  0.58
O (4.49, -1.85, 1.03)  -0.70
H (4.84, 0.35, -0.88)  0.44
H (3.15, -0.05, -1.02)  0.38
H (3.60, 1.63, -0.75)  0.35
H (5.91, 0.37, 1.02)  0.32
H (5.12, 1.78, 1.65)  0.41
H (5.19, 0.36, 2.66)  0.30
H (2.97, 1.57, 2.60)  0.49
H (2.51, 2.10, 0.99)  0.43
H (1.02, 1.00, -0.31)  0.88
H (1.22, -0.72, 0.05)  0.08
H (-1.08, -0.91, 0.77)  0.29
H (-1.31, 0.85, 0.64)  0.10
H (-2.05, -0.10, -1.35)  0.31
H (-0.59, 0.51, -1.72)  0.20
H (1.03, 2.19, 3.16)  0.44
H (0.07, 2.37, 1.72)  0.42
H (-0.59, 1.12, 4.30)  0.56
H (-1.10, 0.14, 2.91)  0.14
H (-2.12, 2.41, 2.05)  0.48
H (-1.74, 3.01, 3.63)  0.47
H (-3.38, 1.71, 4.74)  0.53
H (-4.14, 2.29, 3.29)  0.50
H (-5.55, 1.42, -0.87)  0.44
H (1.56, -0.34, 3.68)  0.77
H (0.48, -1.21, 2.63)  0.34
H (3.91, -2.88, 3.42)  0.33
H (4.12, -1.15, 3.78)  0.30
H (2.72, -2.04, 4.36)  0.43
H (1.71, -2.88, 0.75)  0.40
H (1.07, -3.20, 2.36)  0.41
H (2.69, -3.77, 1.88)  0.45
C (-6.48, -2.32, -3.34)  -0.30
C (-5.16, -2.86, -2.84)  -0.12
O (-5.31, -4.29, -2.94)  -0.33
S (-6.23, -4.65, -4.20)  1.10
O (-5.42, -4.97, -5.32)  -0.54
O (-7.26, -5.52, -3.77)  -0.53
O (-6.83, -3.18, -4.43)  -0.33
H (-7.26, -2.39, -2.58)  0.32
H (-6.41, -1.30, -3.69)  0.28
H (-4.95, -2.59, -1.81)  0.16
H (-4.33, -2.55, -3.48)  0.28
C (4.17, 2.38, -4.54)  -0.27
C (3.09, 2.32, -5.60)  -0.36
O (1.88, 2.16, -4.85)  -0.34
S (2.00, 2.95, -3.47)  1.01
O (1.38, 4.22, -3.59)  -0.60
O (1.65, 2.05, -2.42)  -0.30
O (3.58, 3.15, -3.48)  -0.34
H (4.42, 1.39, -4.15)  0.23
H (5.08, 2.87, -4.88)  0.34
H (3.21, 1.47, -6.28)  0.32
H (3.04, 3.24, -6.17)  0.29

Molecular formula: C21H39N4O3S
Method: DFT, ωB97M-V with the def2-TZVPD basis set

Output
Energy relative to the best compared isomer or geometry (same formula, charge and spin) = 114.62 kJ/mol
SMILES string = CC[NH+](CC)S(=O)(=O)c1ccc(C)c(NC(=O)CNCCN(C(C)C)C(C)C)c1
Charge = +1

Each line ends with the Mulliken charge.
CARTESIAN COORDINATES (ANGSTROEM)
C (-3.18, -1.82, 3.27)  -1.08
C (-4.39, -1.28, 2.52)  -0.43
N (-4.51, -1.89, 1.18)  0.51
C (-5.06, -3.26, 1.18)  -0.40
C (-4.51, -4.05, 0.00)  -1.16
S (-5.69, -0.79, 0.15)  1.39
O (-6.72, -0.50, 1.07)  -0.63
O (-5.94, -1.56, -1.01)  -0.62
C (-4.52, 0.52, -0.11)  -0.02
C (-4.61, 1.80, 0.39)  -0.60
C (-3.49, 2.62, 0.28)  -0.85
C (-2.27, 2.13, -0.18)  0.99
C (-1.05, 2.99, -0.17)  -1.36
C (-2.20, 0.80, -0.62)  0.02
N (-1.01, 0.13, -0.86)  0.06
C (-0.79, -1.12, -0.37)  0.10
O (-1.64, -1.79, 0.20)  -0.51
C (0.63, -1.57, -0.62)  -0.78
N (1.49, -0.42, -0.81)  -0.12
C (2.02, 0.11, 0.44)  -0.50
C (2.98, 1.28, 0.14)  -1.04
N (4.04, 0.87, -0.76)  0.95
C (5.37, 0.74, -0.20)  0.17
C (5.87, 1.93, 0.64)  -1.52
C (5.47, -0.55, 0.63)  -1.62
C (3.92, 1.36, -2.13)  0.19
C (4.52, 2.75, -2.37)  -1.56
C (4.52, 0.36, -3.12)  -1.51
C (-3.36, 0.04, -0.69)  -1.11
H (-2.28, -1.71, 2.66)  0.20
H (-3.04, -1.26, 4.19)  0.42
H (-3.29, -2.87, 3.53)  0.34
H (-4.28, -0.20, 2.38)  0.37
H (-5.31, -1.46, 3.07)  0.41
H (-3.57, -1.91, 0.75)  -0.07
H (-6.15, -3.19, 1.13)  0.34
H (-4.78, -3.76, 2.11)  0.44
H (-4.86, -5.08, 0.06)  0.44
H (-3.43, -4.06, 0.01)  0.28
H (-4.86, -3.63, -0.94)  0.29
H (-5.52, 2.14, 0.86)  0.53
H (-3.56, 3.64, 0.62)  0.42
H (-0.64, 3.07, -1.18)  0.38
H (-0.28, 2.54, 0.46)  0.21
H (-1.27, 3.98, 0.20)  0.44
H (-0.15, 0.60, -1.16)  0.19
H (0.61, -2.18, -1.53)  0.42
H (0.94, -2.23, 0.21)  0.38
H (2.29, -0.65, -1.39)  0.06
H (2.56, -0.66, 1.01)  0.34
H (1.19, 0.47, 1.06)  0.33
H (2.40, 2.10, -0.30)  0.36
H (3.38, 1.64, 1.09)  0.28
H (6.05, 0.63, -1.05)  0.36
H (6.94, 1.85, 0.78)  0.43
H (5.41, 1.94, 1.63)  0.41
H (5.66, 2.87, 0.15)  0.34
H (5.12, -1.40, 0.04)  0.34
H (6.50, -0.72, 0.92)  0.49
H (4.86, -0.47, 1.53)  0.28
H (2.85, 1.42, -2.33)  0.29
H (5.60, 2.74, -2.25)  0.30
H (4.11, 3.48, -1.67)  0.37
H (4.30, 3.08, -3.38)  0.47
H (4.19, -0.66, -2.88)  0.31
H (5.60, 0.38, -3.11)  0.38
H (4.19, 0.59, -4.13)  0.44
H (-3.36, -0.93, -1.16)  1.07

Molecular formula: C21H39N5O4RuS
Method: DFT, ωB97M-V with the def2-TZVPD basis set

Output
Energy relative to the best compared isomer or geometry (same formula, charge and spin) = 39.25 kJ/mol
Charge = +1
<S²> = 0.76
2S+1 = 2

Each line ends with the Mulliken charge.
CARTESIAN COORDINATES (ANGSTROEM)
Ru (-0.81, -1.17, -0.82)  0.14
C (3.69, -1.64, 0.51)  -1.54
C (2.23, -1.16, 0.64)  0.25
C (1.88, -1.37, 2.14)  -1.86
C (1.04, -0.35, 2.91)  1.32
C (1.76, 0.99, 2.98)  -1.60
C (0.70, -0.89, 4.28)  -1.74
N (-0.24, -0.15, 2.14)  0.80
C (-1.27, 0.78, 2.69)  -0.89
C (-1.66, 1.76, 1.58)  -1.03
N (-1.98, 1.06, 0.33)  1.46
C (-3.30, 0.40, 0.47)  -0.92
C (-3.40, -0.82, -0.43)  0.34
O (-2.60, -0.70, -1.50)  -0.65
O (-4.11, -1.74, -0.17)  -0.61
C (-2.07, 2.04, -0.82)  0.08
C (-2.82, 3.32, -0.46)  -1.90
C (-0.72, 2.43, -1.44)  -1.89
C (-0.05, 1.53, -2.49)  1.10
C (-0.98, 1.17, -3.63)  -1.96
C (1.16, 2.32, -3.01)  -1.88
N (0.44, 0.28, -1.78)  2.01
C (1.62, -0.41, -2.38)  -1.32
C (1.82, -1.79, -1.74)  -1.35
N (1.28, -1.84, -0.34)  0.70
C (1.02, -3.24, 0.10)  -0.86
C (-0.23, -3.29, 1.00)  0.43
O (-0.33, -4.10, 1.88)  -0.66
O (-1.12, -2.33, 0.79)  -0.62
H (4.32, -0.93, 1.05)  0.49
H (4.08, -1.70, -0.50)  0.34
H (3.83, -2.61, 0.99)  0.37
H (2.23, -0.10, 0.39)  -0.19
H (2.83, -1.37, 2.67)  0.85
H (1.49, -2.38, 2.31)  0.56
H (2.68, 0.87, 3.55)  0.47
H (1.17, 1.76, 3.49)  0.42
H (2.03, 1.37, 1.99)  0.30
H (1.62, -1.19, 4.79)  0.47
H (0.07, -1.78, 4.21)  0.44
H (0.20, -0.15, 4.91)  0.38
H (-0.67, -1.07, 1.89)  0.69
H (0.02, 0.24, 1.22)  -0.75
H (-0.86, 1.33, 3.53)  0.60
H (-2.10, 0.18, 3.05)  0.43
H (-0.81, 2.43, 1.41)  0.31
H (-2.49, 2.37, 1.94)  0.47
H (-4.10, 1.10, 0.23)  0.50
H (-3.46, 0.07, 1.49)  0.40
H (-2.64, 1.51, -1.58)  0.54
H (-2.22, 4.00, 0.14)  0.40
H (-3.76, 3.14, 0.07)  0.32
H (-3.08, 3.84, -1.38)  0.51
H (0.00, 2.67, -0.65)  0.24
H (-0.90, 3.37, -1.95)  0.64
H (-1.41, 2.09, -4.03)  0.41
H (-1.78, 0.51, -3.32)  0.24
H (-0.44, 0.69, -4.45)  0.47
H (0.81, 3.26, -3.44)  0.49
H (1.68, 1.79, -3.81)  0.41
H (1.87, 2.56, -2.22)  0.37
H (0.82, 0.68, -0.92)  -0.18
H (2.50, 0.21, -2.25)  0.50
H (1.45, -0.53, -3.45)  0.68
H (2.87, -2.07, -1.80)  0.53
H (1.27, -2.53, -2.30)  0.45
H (1.86, -3.66, 0.66)  0.34
H (0.86, -3.88, -0.76)  0.78
S (-1.09, -3.04, -2.19)  -0.22
C (-0.91, -2.30, -3.68)  0.71
N (-0.73, -1.83, -4.72)  -0.57

Molecular formula: C21H40AsNO2P2ReS6
Method: DFT, ωB97M-V with the def2-TZVPD basis set

Output
Energy relative to the best compared isomer or geometry (same formula, charge and spin) = 0.00 kJ/mol
Charge = +1

Each line ends with the Mulliken charge.
CARTESIAN COORDINATES (ANGSTROEM)
Re (-0.76, 0.21, 0.22)  -1.33
S (-3.41, -0.18, 3.02)  -0.15
As (-3.86, 0.45, 0.84)  0.47
S (-2.71, -1.19, -0.08)  -0.42
S (-2.38, 2.00, 0.46)  -0.22
S (-5.84, 0.68, 0.51)  -0.30
C (1.83, 0.40, 3.96)  -0.65
C (2.05, -1.10, 3.95)  0.56
C (3.06, -1.57, 2.92)  -1.10
O (0.77, -1.79, 3.80)  -0.37
P (-0.35, -1.95, 2.73)  1.04
S (-1.37, -0.06, 2.88)  0.02
S (0.27, -2.04, 0.83)  -0.43
O (-1.05, -3.19, 3.30)  -0.21
C (-2.25, -4.06, 3.40)  0.55
C (-3.05, -3.62, 4.60)  -1.15
C (-3.01, -4.09, 2.10)  -1.07
H (2.79, 0.90, 4.11)  0.45
H (1.16, 0.69, 4.76)  0.38
H (1.43, 0.74, 3.01)  -0.38
H (2.34, -1.44, 4.94)  0.23
H (2.83, -1.20, 1.93)  -0.02
H (3.10, -2.66, 2.89)  0.39
H (4.04, -1.20, 3.22)  0.48
H (-1.77, -5.02, 3.59)  0.15
H (-3.43, -2.60, 4.47)  0.16
H (-2.45, -3.67, 5.51)  0.37
H (-3.90, -4.28, 4.70)  0.43
H (-3.50, -3.14, 1.91)  0.15
H (-3.79, -4.85, 2.19)  0.47
H (-2.37, -4.35, 1.26)  0.35
C (0.39, 2.26, -4.13)  -1.64
C (0.38, 1.96, -2.63)  0.78
C (-0.14, 3.21, -1.91)  -1.31
P (-0.46, 0.37, -2.17)  0.63
C (0.65, -0.97, -2.82)  0.68
C (1.94, -1.10, -2.00)  -0.98
C (1.11, -0.94, -4.28)  -2.10
C (-2.08, 0.23, -3.07)  1.20
C (-2.90, 1.53, -3.05)  -1.57
C (-2.03, -0.32, -4.49)  -1.74
H (1.02, 3.14, -4.31)  0.49
H (-0.61, 2.52, -4.48)  0.21
H (0.76, 1.46, -4.75)  0.32
H (1.41, 1.79, -2.31)  0.31
H (-1.06, 3.57, -2.37)  0.34
H (0.61, 4.01, -2.02)  0.47
H (-0.32, 3.07, -0.85)  -0.16
H (0.03, -1.86, -2.67)  0.55
H (2.57, -0.22, -2.15)  0.33
H (2.50, -1.96, -2.35)  0.63
H (1.78, -1.22, -0.93)  -0.29
H (1.87, -0.17, -4.43)  0.43
H (0.33, -0.80, -5.01)  0.33
H (1.60, -1.89, -4.50)  0.52
H (-2.62, -0.50, -2.46)  0.18
H (-2.53, 2.23, -3.80)  0.27
H (-2.91, 2.02, -2.08)  0.18
H (-3.93, 1.29, -3.31)  0.50
H (-1.49, 0.33, -5.18)  0.28
H (-3.06, -0.38, -4.86)  0.52
H (-1.61, -1.32, -4.55)  0.39
N (0.64, 1.14, 0.51)  1.37
C (1.77, 1.90, 0.74)  -0.35
C (1.61, 3.19, 1.27)  0.07
C (2.74, 3.95, 1.53)  -0.87
C (4.00, 3.43, 1.26)  -0.52
C (4.15, 2.16, 0.74)  -1.28
C (3.04, 1.38, 0.47)  0.56
H (0.62, 3.56, 1.48)  0.49
H (2.64, 4.94, 1.94)  0.46
H (4.88, 4.03, 1.46)  0.44
H (5.14, 1.76, 0.53)  0.48
H (3.13, 0.38, 0.07)  0.53

Molecular formula: C21H40Cl3ErN4O3SSi
Method: DFT, ωB97M-V with the def2-TZVPD basis set

Output
Energy relative to the best compared isomer or geometry (same formula, charge and spin) = 136.59 kJ/mol
<S²> = 3.75
2S+1 = 4

Each line ends with the Mulliken charge.
CARTESIAN COORDINATES (ANGSTROEM)
C (-2.57, 6.97, -0.02)  -1.78
C (-3.36, 7.01, -1.28)  0.62
H (-1.50, 7.06, -0.23)  0.22
H (-2.78, 6.05, 0.55)  0.25
H (-2.87, 7.83, 0.61)  0.51
C (-3.52, 8.19, -1.93)  0.09
C (-2.76, 9.43, -1.61)  -1.67
H (-4.37, 8.38, -2.61)  0.61
H (-1.67, 9.29, -1.56)  0.27
H (-3.10, 9.89, -0.67)  0.35
H (-2.98, 10.17, -2.40)  0.41
Er (-2.46, 2.93, -0.60)  0.41
Cl (-1.58, 1.69, 1.47)  -0.72
Cl (-4.65, 3.45, 0.48)  -0.55
C (-3.98, 0.47, -1.90)  -0.05
O (-3.04, 1.31, -1.84)  -0.58
N (-4.08, -0.36, -2.92)  0.19
C (-3.00, -0.43, -3.91)  -0.59
C (-5.26, -1.18, -3.08)  -0.84
H (-4.75, 0.44, -1.10)  0.47
H (-2.07, -0.70, -3.42)  0.29
H (-2.89, 0.52, -4.44)  0.14
H (-3.29, -1.22, -4.62)  0.31
H (-5.38, -1.82, -2.19)  0.35
H (-5.13, -1.79, -3.97)  0.26
H (-6.16, -0.55, -3.18)  0.33
H (3.08, 2.28, 0.72)  0.26
H (1.69, 4.87, -1.42)  0.26
C (3.06, 2.08, -0.36)  -0.50
C (2.27, 4.01, -1.77)  -0.78
N (1.97, 2.81, -0.99)  0.22
H (2.89, 1.00, -0.52)  -0.05
C (0.72, 2.44, -0.75)  0.32
O (-0.27, 3.19, -1.02)  -0.34
H (2.06, 3.85, -2.83)  0.27
H (0.56, 1.43, -0.31)  -0.19
H (4.00, 2.42, -0.83)  0.33
H (3.34, 4.20, -1.65)  0.40
O (-2.86, 4.72, -1.95)  0.80
C (-3.93, 5.69, -1.76)  0.05
C (-4.70, 6.65, -4.02)  -0.01
C (-4.95, 5.88, -2.87)  0.16
H (-3.74, 7.14, -4.12)  0.92
C (-5.67, 6.83, -5.03)  -1.36
H (-4.48, 5.28, -0.90)  0.34
C (-6.21, 5.28, -2.75)  -0.44
H (-5.43, 7.42, -5.92)  0.36
C (-6.92, 6.21, -4.90)  -0.55
C (-7.19, 5.47, -3.74)  -0.77
H (-6.41, 4.65, -1.87)  0.42
H (-7.67, 6.31, -5.70)  0.38
H (-8.17, 4.99, -3.65)  0.37
Si (-1.91, 4.79, -3.82)  1.55
Cl (-0.50, 6.34, -3.50)  -0.46
C (-2.23, 5.65, -5.54)  -1.64
C (-3.53, 3.73, -4.36)  -1.30
C (-0.96, 3.15, -3.88)  -0.63
H (-3.14, 5.37, -6.09)  0.36
H (-1.37, 5.34, -6.15)  0.45
H (-2.23, 6.74, -5.48)  0.35
H (-0.99, 2.81, -4.91)  0.49
H (-1.41, 2.34, -3.29)  0.06
H (0.09, 3.24, -3.59)  -0.29
H (-4.31, 4.31, -4.84)  0.33
H (-4.01, 3.23, -3.51)  -0.15
H (-3.21, 2.95, -5.06)  0.54
N (2.38, -2.40, 1.72)  -0.44
C (1.67, -1.40, 1.12)  0.57
N (0.82, -0.74, 1.96)  -0.22
S (1.84, -1.11, -0.53)  -0.47
H (2.37, -2.51, 2.73)  0.19
H (3.13, -2.84, 1.19)  0.23
H (0.17, -0.03, 1.60)  0.10
H (0.58, -1.13, 2.86)  0.19

| no. | largest force on an atom (eV Å⁻¹) |
| --- | --- |
| 1 | 11.113 |
| 2 | 2.474 |
| 3 | 0.931 |
| 4 | 0.709 |
| 5 | 1.225 |
| 6 | 4.336 |